1.
ORCA calculation (ωB97M-V with the def2-TZVPD basis set) on 5 unconnected molecules or ions with the total composition C5H10Cl10.

```
25
Properties=species:S:1:pos:R:3:forces:R:3:nbo_charge:R:1
Cl 3.11758 1.31066 1.66925 0.0 -0.2 0.0 -0.04
C 4.49733 0.69365 2.58540 0.6 0.6 -0.2 -0.39
Cl 5.87285 0.32012 1.52160 -0.1 -0.2 0.0 -0.03
H 4.84274 1.50698 3.21283 -0.1 -0.1 0.2 0.22
H 4.25240 -0.18652 3.15973 -0.3 -0.1 -0.1 0.23
Cl -0.57200 -1.64223 -3.18061 -0.1 0.1 -0.1 -0.03
C -2.23294 -1.83576 -2.59802 -0.1 -0.2 -0.2 -0.40
Cl -2.29573 -2.92653 -1.21799 -0.2 -0.1 0.2 -0.02
H -2.63380 -0.86561 -2.33458 0.1 0.0 0.2 0.22
H -2.84655 -2.27219 -3.37855 0.2 0.0 -0.1 0.22
Cl 0.74311 0.59941 4.39694 0.0 -0.2 -0.2 -0.03
C 0.63425 -1.14242 4.06658 0.3 -0.1 0.3 -0.39
Cl 2.09708 -1.80734 3.30061 -0.2 0.1 0.2 -0.03
H 0.53315 -1.62954 5.02836 -0.1 -0.1 0.0 0.22
H -0.21006 -1.34847 3.42215 0.0 0.1 -0.1 0.23
Cl -2.64282 2.05910 -5.68896 0.1 0.0 0.6 -0.04
C -3.00591 1.81428 -3.94428 -0.1 0.2 -0.7 -0.38
Cl -4.39644 0.74121 -3.76197 0.0 0.0 0.2 -0.03
H -2.14056 1.38616 -3.45253 0.0 -0.1 -0.1 0.23
H -3.26402 2.77846 -3.52459 0.0 0.0 0.0 0.22
Cl 0.06108 -1.14672 0.60705 0.0 0.2 -0.3 -0.01
C 0.04193 0.56400 0.17307 0.2 0.2 0.0 -0.39
Cl -1.45899 1.09635 -0.61065 -0.2 -0.1 0.2 -0.05
H 0.18539 1.12493 1.08917 -0.2 0.1 0.0 0.23
H 0.82094 0.80802 -0.54002 0.2 -0.4 0.1 0.23
```
Positions in Å, forces in eV/Å.

Output
SMILES: ClCCl.ClCCl.ClCCl.ClCCl.ClCCl
ΔE to the lowest compared entry with this formula, charge and spin (kJ/mol): 7.1
Orbital gap (hartree): 0.4106
LUMO energy (eV): 0.48
Energy (eV): -130571.506
Total charge: 0



2.
ORCA calculation (ωB97M-V with the def2-TZVPD basis set) on a molecular structure, C5H10Cl5FeO at a distorted geometry.

```
22
Properties=species:S:1:pos:R:3:forces:R:3:mulliken_spin:R:1
Fe 25.41783 -33.90884 27.69178 -0.6 1.2 2.6 3.80
Cl 23.97219 -32.67350 29.13399 0.7 -1.0 -1.3 0.13
C 21.85082 -34.06224 32.28983 -2.4 -0.2 0.3 -0.02
Cl 21.22616 -32.67116 33.16444 0.8 -1.0 -0.5 0.34
Cl 20.56020 -35.21316 31.79532 1.3 1.0 0.2 0.38
H 22.40465 -33.70800 31.42040 0.0 0.3 -0.8 0.09
H 22.59313 -34.66650 32.81131 0.1 0.0 0.7 0.08
C 23.42386 -29.36811 27.26330 0.7 1.3 0.2 0.00
Cl 23.46089 -27.70044 28.01036 0.1 -1.2 -0.6 0.09
Cl 25.06500 -29.77218 26.50807 -1.6 0.0 0.8 0.02
H 23.14295 -30.03206 28.08084 0.5 -0.2 -0.3 0.01
H 22.65251 -29.33965 26.49369 0.4 -0.1 -0.1 0.01
C 28.14319 -35.62253 30.47121 -1.3 0.3 0.5 0.00
C 26.93366 -34.70275 30.42775 1.7 0.6 -2.5 0.01
O 26.58282 -34.37265 29.25028 -0.5 -0.4 0.7 0.06
C 26.32154 -34.15622 31.66616 -0.3 0.3 -1.0 0.00
H 28.14449 -36.22601 29.56352 -0.2 -0.4 0.4 0.00
H 28.04924 -36.13482 31.42872 0.5 -0.6 -0.3 0.00
H 29.10781 -35.11631 30.43418 -0.2 0.6 0.3 0.00
H 27.12339 -33.80922 32.31787 -0.1 -0.4 0.3 0.00
H 25.72592 -34.97763 32.06443 0.2 -0.1 0.6 0.00
H 25.65526 -33.32033 31.45292 0.1 -0.1 -0.2 0.00
```
Positions in Å, forces in eV/Å.

Output
2S+1: 6
Orbital gap (alpha / beta) (hartree): 0.2647 / 0.0672
LUMO energy (alpha / beta) (eV): -8.58 / -13.34
Energy (eV): -104372.807
Total charge: +2



Which of these has the lowest total charge?
C5H10Cl10



The lowest energy belongs to which entry?
C5H10Cl10



Number 2 is which compound?
C5H10Cl5FeO



The highest energy belongs to which entry?
C5H10Cl5FeO